(1)
A cluster of 3 separate species, C30H52F3N3O11P2 in total in a non-equilibrium geometry, computed with wB97M-V/def2-TZVPD.

Last column: Mulliken charge in e.
Element x y z (Å)
C  1.926  1.447  3.939  -1.080
P  2.383  -0.181  3.226  0.438
O  3.375  -0.830  4.382  -0.650
C  3.369  0.089  1.686  0.659
C  4.708  -0.208  1.754  0.045
C  5.499  -0.092  0.645  -1.229
C  4.950  0.329  -0.517  0.534
C  3.606  0.682  -0.618  -0.125
C  2.809  0.548  0.507  -0.858
C  1.326  0.852  0.475  -0.830
C  0.548  -0.445  0.070  -0.198
C  -0.427  -0.249  -1.111  -0.828
C  -1.860  0.126  -0.621  -1.369
C  -2.145  1.625  -0.865  -0.223
N  -2.271  2.322  0.447  -0.659
C  3.116  1.183  -1.935  0.652
O  2.044  1.764  -2.047  -0.635
C  3.948  1.043  -3.195  0.137
P  3.108  1.440  -4.759  1.230
O  3.944  1.418  -5.947  -0.729
O  1.803  0.535  -4.836  -0.484
O  2.505  2.932  -4.564  -0.594
C  5.216  0.655  -3.069  0.299
C  6.139  0.427  -4.259  -1.736
O  5.715  -0.631  -5.116  -0.284
C  5.996  -1.861  -4.646  0.935
F  7.257  -2.023  -4.246  -0.262
F  5.781  -2.735  -5.635  -0.272
F  5.163  -2.209  -3.644  -0.238
C  5.837  0.408  -1.724  0.506
O  7.043  0.285  -1.606  -0.642
H  1.408  2.069  3.212  0.318
H  2.786  2.000  4.332  0.343
H  1.245  1.310  4.780  0.387
H  3.736  -1.636  3.979  0.329
H  5.157  -0.543  2.680  0.654
H  6.557  -0.316  0.651  0.533
H  1.048  1.705  -0.131  1.086
H  0.989  1.079  1.487  -0.416
H  1.290  -1.188  -0.243  0.107
H  0.068  -0.892  0.937  0.667
H  -0.494  -1.220  -1.614  0.581
H  -0.013  0.459  -1.827  0.094
H  -1.954  -0.138  0.433  0.572
H  -2.556  -0.513  -1.167  0.394
H  -1.315  2.098  -1.401  0.308
H  -3.040  1.750  -1.479  0.327
H  -2.012  3.285  0.257  0.221
H  -1.552  1.931  1.046  0.172
H  1.034  1.114  -4.732  0.309
H  2.997  3.378  -3.864  0.363
H  6.119  1.330  -4.866  0.584
H  7.167  0.324  -3.915  0.506
C  0.577  -7.045  4.818  -0.723
O  1.034  -7.360  3.516  -0.346
C  0.069  -7.119  2.497  -0.791
C  0.523  -5.991  1.593  -0.199
N  0.482  -4.711  2.291  -0.222
C  1.115  -3.614  1.562  -0.425
C  2.621  -3.696  1.330  -0.434
O  3.390  -3.601  2.520  -0.240
C  3.597  -4.839  3.185  -0.726
H  1.342  -7.361  5.525  0.244
H  0.413  -5.968  4.937  0.305
H  -0.350  -7.579  5.048  0.348
H  -0.919  -6.915  2.917  0.413
H  -0.005  -8.034  1.903  0.402
H  -0.134  -5.944  0.719  0.349
H  1.538  -6.232  1.248  0.193
H  0.948  -4.811  3.183  0.071
H  0.918  -2.703  2.130  0.086
H  0.614  -3.500  0.595  0.383
H  2.906  -2.828  0.726  0.063
H  2.910  -4.578  0.749  0.408
H  3.640  -5.678  2.489  0.328
H  2.822  -5.015  3.935  0.234
H  4.551  -4.778  3.711  0.306
C  -6.946  6.860  -1.921  -0.725
O  -7.905  5.827  -1.806  -0.344
C  -7.626  4.693  -2.620  -0.784
C  -7.298  3.488  -1.762  -0.245
N  -6.009  3.648  -1.101  -0.249
C  -5.727  2.633  -0.084  -0.413
C  -6.617  2.619  1.156  -0.739
O  -6.473  3.759  1.985  -0.438
C  -7.296  4.859  1.644  -0.552
H  -7.304  7.713  -1.346  0.240
H  -5.974  6.552  -1.521  0.297
H  -6.826  7.171  -2.964  0.345
H  -6.825  4.898  -3.336  0.410
H  -8.534  4.479  -3.192  0.392
H  -7.269  2.595  -2.393  0.348
H  -8.113  3.369  -1.035  0.205
H  -5.980  4.558  -0.658  0.072
H  -4.699  2.796  0.246  0.135
H  -5.755  1.645  -0.555  0.526
H  -6.298  1.770  1.767  0.385
H  -7.673  2.441  0.917  0.412
H  -8.248  4.543  1.209  0.281
H  -6.782  5.539  0.958  0.175
H  -7.504  5.415  2.559  0.293

Calculated values
Maximum force, eV Å⁻¹: 2.45
Structure (SMILES): CP(O)c1ccc2c(c1CCCCCN)C(=O)C(P(=O)(O)O)=C(COC(F)(F)F)C2=O.COCCNCCOC.COCCNCCOC
LUMO level, eV: -1.8
Orbital gap, Eh: 0.2328
Total energy, hartree: -3148.53513

---

(2)
A structure of composition C18H30HfNO5P2S in a non-equilibrium geometry, computed with wB97M-V/def2-TZVPD.

Last column: Mulliken charge in e.
Element x y z (Å)
Hf  0.260  -0.145  0.544  1.634
P  -3.337  -0.253  -1.287  0.563
C  -2.009  0.249  -2.465  -1.221
C  -0.835  1.232  -2.271  0.626
N  0.199  0.983  -1.395  0.017
C  1.415  1.557  -1.636  0.897
C  1.592  2.531  -2.601  -0.750
C  0.510  2.916  -3.376  -0.684
C  -0.700  2.262  -3.193  -0.750
C  2.651  1.133  -0.854  -1.377
P  2.666  -0.524  0.007  0.723
H  -1.561  2.506  -3.812  0.446
H  2.584  2.971  -2.723  0.522
H  0.617  3.683  -4.135  0.481
H  3.510  1.063  -1.547  0.673
H  2.915  1.916  -0.117  0.464
H  -1.619  -0.673  -2.822  0.564
H  -2.621  0.674  -3.280  0.578
H  -0.315  -4.544  -4.836  0.292
O  -0.894  -5.271  -4.676  -0.595
H  -1.760  -4.861  -4.512  0.305
H  -3.199  -1.645  -1.016  0.128
O  -1.136  -1.424  -0.128  -0.783
H  -1.281  -2.285  0.311  0.282
C  3.191  -1.646  -1.323  -1.171
H  3.987  -1.182  -1.921  0.446
H  3.563  -2.577  -0.873  0.427
H  2.340  -1.888  -1.975  0.374
C  4.083  -0.403  1.126  -1.209
H  4.017  -1.227  1.848  0.418
H  5.029  -0.484  0.573  0.403
H  4.060  0.549  1.672  0.435
C  -3.260  0.749  0.191  -0.690
H  -4.221  1.269  0.306  0.517
H  -3.091  0.142  1.087  0.066
H  -2.474  1.511  0.101  0.352
C  -4.996  -0.071  -1.966  -1.158
H  -5.686  -0.673  -1.355  0.421
H  -5.313  0.981  -1.926  0.443
H  -5.041  -0.435  -3.001  0.424
C  1.004  1.884  8.582  -1.384
C  0.686  1.476  7.173  0.773
C  0.611  0.118  6.843  -0.739
C  0.244  -0.286  5.563  -0.627
C  -0.059  0.687  4.597  0.456
C  0.050  2.048  4.899  -0.269
C  0.421  2.428  6.184  -0.851
S  -0.763  0.179  3.084  1.369
O  0.123  -0.962  2.544  -0.728
O  -2.158  -0.126  3.227  -0.572
O  -0.450  1.253  2.008  -0.656
H  0.224  1.557  9.281  0.345
H  1.946  1.442  8.923  0.366
H  1.085  2.970  8.655  0.361
H  0.840  -0.636  7.601  0.422
H  0.165  -1.343  5.309  0.431
H  -0.179  2.796  4.144  0.431
H  0.504  3.486  6.434  0.337

Calculated values
Maximum force, eV Å⁻¹: 4.12
Energy relative to the best compared isomer or geometry (same formula, charge and spin), kJ/mol: 0.00
LUMO level, eV: -10.5
Orbital gap, Eh: 0.2202
Net charge: +3
Total energy, hartree: -2262.90287

---

(3)
A cluster of 5 separate species, C3H17NO4 in total in a non-equilibrium geometry, computed with wB97M-V/def2-TZVPD.

Last column: Mulliken charge in e.
Element x y z (Å)
C  1.594  1.592  1.778  -0.878
N  0.706  1.250  0.685  -0.014
C  0.403  -0.156  0.509  -0.848
C  -0.425  2.151  0.453  -0.705
H  1.706  0.794  2.508  0.282
H  1.376  2.593  2.147  0.338
H  2.576  1.784  1.378  0.273
H  1.012  -0.637  -0.255  0.303
H  0.379  -0.760  1.419  0.331
H  -0.621  -0.251  0.239  0.196
H  -1.357  1.631  0.663  0.171
H  -0.316  2.637  -0.519  0.210
H  -0.437  3.004  1.138  0.396
O  -3.086  -0.883  1.234  -0.608
H  -3.334  0.040  1.155  0.310
H  -3.874  -1.428  1.276  0.301
O  -1.427  -2.099  -1.613  -0.614
H  -2.282  -1.792  -1.286  0.285
H  -1.679  -2.587  -2.406  0.327
O  2.374  1.539  -1.758  -0.680
H  1.800  1.658  -0.991  0.320
H  1.846  1.167  -2.467  0.310
O  1.305  -3.665  -2.028  -0.618
H  0.374  -3.417  -2.042  0.299
H  1.387  -4.165  -1.214  0.313

Calculated values
Maximum force, eV Å⁻¹: 1.17
Structure (SMILES): CN(C)C.O.O.O.O
Energy relative to the best compared isomer or geometry (same formula, charge and spin), kJ/mol: 134.39
LUMO level, eV: 0.2
Orbital gap, Eh: 0.3096
Total energy, hartree: -480.15588

---

(4)
A structure of composition C22H34BaN8O3S, computed with wB97M-V/def2-TZVPD.

Last column: Mulliken charge in e.
Element x y z (Å)
Ba  0.069  0.091  -1.896  1.670
N  -3.327  0.357  1.752  -0.685
C  -2.654  1.565  1.309  0.127
C  -1.938  2.338  2.435  -0.833
C  -1.122  3.562  2.026  -0.957
C  -1.921  4.715  1.432  -0.888
N  -2.287  4.434  0.041  0.271
C  -2.968  5.265  -0.720  0.813
N  -3.263  4.916  -1.979  -0.347
N  -3.367  6.453  -0.263  -0.353
C  -1.627  1.165  0.262  1.334
O  -0.890  0.182  0.491  -0.972
O  -1.511  1.852  -0.817  -1.451
H  -4.014  0.563  2.467  0.273
H  -2.654  -0.295  2.137  0.236
H  -3.396  2.207  0.829  0.300
H  -1.273  1.634  2.941  0.312
H  -2.697  2.630  3.167  0.373
H  -0.329  3.288  1.321  0.283
H  -0.609  3.943  2.910  0.422
H  -1.321  5.628  1.465  0.646
H  -2.831  4.877  2.019  0.491
H  -2.003  3.527  -0.357  0.001
H  -3.012  4.006  -2.324  0.152
H  -3.846  5.492  -2.560  0.193
H  -3.189  6.735  0.684  0.191
H  -3.866  7.097  -0.853  0.202
C  4.393  -4.734  1.687  -1.026
C  3.058  -4.860  2.408  -0.589
C  2.188  -3.618  2.257  -0.552
N  1.804  -3.412  0.859  -0.142
C  2.147  -2.418  0.047  0.408
S  1.943  -2.540  -1.629  -0.398
N  2.675  -1.297  0.596  0.293
C  3.139  -0.203  -0.227  -0.190
O  2.360  0.701  -0.474  -0.670
C  4.538  -0.233  -0.636  0.380
C  5.041  0.836  -1.384  -0.429
C  6.361  0.832  -1.786  -0.667
C  7.185  -0.238  -1.448  -0.368
C  6.692  -1.302  -0.705  -0.730
C  5.371  -1.301  -0.295  -0.016
H  5.000  -5.627  1.825  0.424
H  4.966  -3.886  2.071  0.264
H  4.257  -4.598  0.611  0.240
H  3.212  -5.028  3.475  0.360
H  2.506  -5.732  2.046  0.352
H  2.742  -2.747  2.605  0.315
H  1.284  -3.694  2.862  0.318
H  1.412  -4.206  0.373  0.248
H  2.446  -1.049  1.549  0.278
H  4.393  1.665  -1.634  0.450
H  6.757  1.659  -2.360  0.422
H  8.219  -0.237  -1.765  0.415
H  7.340  -2.127  -0.447  0.442
H  4.990  -2.129  0.286  0.329
N  -6.291  -2.747  -2.113  -0.462
C  -5.022  -2.291  -2.173  1.118
C  -4.058  -2.670  -1.224  -0.678
C  -2.786  -2.167  -1.323  -0.362
N  -2.378  -1.316  -2.279  -0.100
C  -3.305  -0.962  -3.180  -0.493
C  -4.606  -1.399  -3.177  -0.663
H  -6.555  -3.450  -1.447  0.205
H  -6.945  -2.549  -2.849  0.203
H  -4.308  -3.349  -0.420  0.319
H  -2.041  -2.451  -0.588  0.276
H  -2.986  -0.283  -3.966  0.339
H  -5.290  -1.067  -3.946  0.331

Calculated values
Maximum force, eV Å⁻¹: 0.51
Energy relative to the best compared isomer or geometry (same formula, charge and spin), kJ/mol: 0.00
LUMO level, eV: -4.9
Orbital gap, Eh: 0.2993
Net charge: +2
Total energy, hartree: -1945.93866